A cluster of 14 separate species, C68H178N14O8 in total, computed with the ωB97M-V functional and the def2-TZVPD basis.

Each line ends with the Löwdin charge.
Geometry (Å):
C  12.217  21.934  10.855  -0.088
C  11.838  20.730  9.993  -0.257
N  11.996  19.397  10.580  -0.181
C  11.470  18.289  9.742  -0.246
C  10.417  17.431  10.455  -0.082
C  13.381  19.114  11.062  -0.239
C  13.460  17.953  11.991  -0.073
H  11.828  22.838  10.389  0.077
H  13.287  22.039  11.033  0.054
H  11.798  21.801  11.880  0.062
H  10.794  20.979  9.825  0.115
H  12.476  20.744  9.139  0.102
H  10.986  18.754  8.857  0.113
H  12.312  17.629  9.449  0.111
H  9.540  18.076  10.629  0.081
H  10.126  16.551  9.856  0.080
H  10.819  17.094  11.410  0.038
H  13.723  20.005  11.572  0.077
H  13.963  18.980  10.174  0.107
H  12.808  18.132  12.832  0.064
H  14.410  17.867  12.491  0.050
H  13.309  16.965  11.571  0.062
C  8.175  12.312  15.971  -0.082
C  9.397  11.436  15.674  -0.256
N  10.711  12.095  15.807  -0.186
C  11.012  12.611  17.125  -0.245
C  10.849  11.626  18.325  -0.059
C  11.695  11.183  15.275  -0.247
C  13.064  11.828  14.828  -0.060
H  8.114  12.689  17.023  0.082
H  7.297  11.715  15.779  0.065
H  8.016  13.190  15.319  0.065
H  9.300  10.557  16.308  0.107
H  9.281  11.075  14.639  0.113
H  11.972  13.163  16.995  0.096
H  10.345  13.430  17.392  0.085
H  11.041  12.155  19.263  0.070
H  9.786  11.361  18.387  0.067
H  11.441  10.730  18.326  0.047
H  11.148  10.756  14.428  0.102
H  11.963  10.279  15.854  0.105
H  13.572  11.070  14.213  0.071
H  13.669  12.207  15.661  0.044
H  12.933  12.673  14.183  0.028
C  17.946  12.445  10.156  -0.094
C  16.902  11.626  10.865  -0.263
N  15.604  12.306  11.024  -0.181
C  14.522  11.261  11.148  -0.243
C  14.158  10.633  9.824  -0.095
C  15.583  13.195  12.137  -0.311
C  14.491  14.196  12.128  -0.087
H  18.237  13.258  10.798  0.053
H  17.727  12.860  9.159  0.083
H  18.841  11.832  10.020  0.072
H  16.668  10.716  10.299  0.101
H  17.301  11.289  11.857  0.127
H  14.751  10.594  11.994  0.116
H  13.643  11.824  11.484  0.095
H  14.242  11.278  8.960  0.076
H  14.835  9.783  9.615  0.066
H  13.176  10.143  9.838  0.074
H  16.494  13.771  12.062  0.102
H  15.745  12.619  13.089  0.119
H  14.360  14.661  11.142  0.092
H  14.616  14.974  12.878  0.058
H  13.555  13.691  12.378  0.032
C  14.322  10.364  17.867  -0.083
C  15.562  11.185  17.673  -0.292
N  15.343  12.611  17.713  -0.185
C  16.597  13.340  17.366  -0.240
C  17.006  13.336  15.897  -0.083
C  14.648  13.120  18.877  -0.257
C  15.283  12.772  20.237  -0.066
H  14.630  9.301  17.932  0.090
H  13.635  10.536  17.016  0.046
H  13.805  10.570  18.819  0.069
H  16.360  10.829  18.389  0.124
H  16.007  10.989  16.696  0.108
H  16.369  14.384  17.635  0.089
H  17.430  12.962  18.001  0.124
H  17.685  14.197  15.808  0.070
H  17.465  12.416  15.539  0.063
H  16.058  13.476  15.282  0.071
H  13.574  12.845  18.897  0.101
H  14.692  14.169  18.790  0.073
H  14.651  13.102  21.047  0.064
H  16.221  13.251  20.456  0.063
H  15.417  11.690  20.351  0.068
C  17.731  19.785  11.855  -0.095
C  18.171  20.806  12.859  -0.235
N  17.113  21.790  13.196  -0.205
C  15.928  21.129  13.679  -0.259
C  14.979  22.040  14.477  -0.073
C  17.008  22.867  12.216  -0.236
C  18.204  23.824  12.290  -0.084
H  17.124  20.213  11.020  0.087
H  17.083  18.976  12.226  0.045
H  18.579  19.250  11.466  0.069
H  18.481  20.332  13.815  0.107
H  18.996  21.406  12.486  0.093
H  15.336  20.674  12.835  0.107
H  16.138  20.323  14.401  0.104
H  15.598  22.667  15.152  0.074
H  14.343  22.683  13.862  0.066
H  14.330  21.378  15.070  0.048
H  16.107  23.432  12.475  0.112
H  16.880  22.431  11.229  0.102
H  18.228  24.430  11.367  0.074
H  19.170  23.331  12.426  0.056
H  18.150  24.602  13.082  0.078
C  12.838  24.270  23.896  -0.089
C  12.213  23.685  22.659  -0.291
N  13.143  23.166  21.665  -0.181
C  14.031  24.260  21.178  -0.207
C  13.318  25.525  20.633  -0.075
C  12.367  22.544  20.616  -0.279
C  13.135  21.425  20.032  -0.078
H  13.182  25.293  23.754  0.069
H  13.676  23.700  24.235  0.065
H  12.149  24.230  24.733  0.074
H  11.595  22.823  22.933  0.101
H  11.548  24.434  22.171  0.119
H  14.601  24.560  22.060  0.101
H  14.780  23.899  20.454  0.102
H  14.122  26.231  20.490  0.067
H  12.781  25.527  19.696  0.060
H  12.781  25.952  21.457  0.050
H  11.936  23.256  19.920  0.088
H  11.522  22.043  21.154  0.121
H  12.749  20.973  19.162  0.029
H  13.215  20.686  20.839  0.071
H  14.141  21.732  19.734  0.067
C  17.298  22.729  18.234  -0.070
C  18.580  23.121  17.586  -0.447
C  19.838  22.812  18.422  -0.205
O  19.907  23.616  19.586  -0.216
C  21.096  23.410  20.434  -0.051
N  18.623  22.394  16.332  0.061
H  16.465  23.051  17.626  0.070
H  17.249  23.213  19.217  0.078
H  17.285  21.641  18.388  0.066
H  18.530  24.201  17.501  0.133
H  20.751  22.999  17.838  0.122
H  19.856  21.748  18.687  0.109
H  21.050  24.268  21.063  0.070
H  21.972  23.537  19.777  0.085
H  21.022  22.408  20.932  0.096
H  17.860  22.496  15.702  0.035
H  19.480  22.635  15.831  0.083
C  17.838  17.109  18.603  -0.026
C  18.560  17.942  17.513  -0.341
C  17.839  18.150  16.148  -0.219
O  17.422  16.947  15.607  -0.193
C  16.984  17.008  14.282  -0.099
N  18.909  19.275  18.119  0.057
H  18.565  16.859  19.385  0.066
H  17.401  16.178  18.228  0.058
H  17.068  17.736  19.019  0.049
H  19.480  17.355  17.264  0.138
H  18.512  18.677  15.479  0.115
H  16.972  18.777  16.291  0.076
H  16.175  17.751  14.192  0.077
H  16.577  16.064  14.008  0.061
H  17.767  17.337  13.566  0.096
H  18.828  20.001  17.425  0.027
H  18.343  19.645  18.878  0.045
C  8.007  16.247  15.401  -0.046
C  9.514  15.937  15.392  -0.368
C  10.087  16.235  14.014  -0.234
O  9.531  15.426  13.005  -0.193
C  10.264  14.190  12.822  -0.066
N  10.170  16.791  16.490  0.085
H  7.965  17.353  15.462  0.087
H  7.631  15.915  16.364  0.067
H  7.451  15.823  14.603  0.063
H  9.726  14.885  15.588  0.101
H  11.192  16.201  13.987  0.115
H  9.883  17.264  13.739  0.111
H  10.252  13.592  13.737  0.063
H  11.315  14.373  12.491  0.078
H  9.788  13.669  11.977  0.093
H  9.892  16.412  17.417  0.063
H  11.121  16.544  16.457  0.007
C  20.938  17.589  22.827  -0.077
C  20.018  18.158  21.778  -0.437
C  19.199  19.302  22.406  -0.198
O  18.326  19.937  21.465  -0.221
C  17.641  21.009  22.082  -0.096
N  20.887  18.798  20.769  0.046
H  20.357  16.985  23.554  0.089
H  21.398  18.365  23.419  0.073
H  21.710  17.000  22.348  0.074
H  19.410  17.393  21.314  0.111
H  19.913  20.060  22.822  0.135
H  18.600  18.888  23.234  0.128
H  18.373  21.714  22.479  0.092
H  17.013  20.552  22.811  0.060
H  16.987  21.497  21.340  0.088
H  21.474  18.073  20.317  0.086
H  20.313  19.212  20.077  0.007
C  10.930  23.027  17.172  -0.071
C  11.686  23.270  15.929  -0.425
C  11.248  22.307  14.768  -0.189
O  11.629  20.985  15.094  -0.222
C  10.898  19.984  14.393  -0.083
N  11.483  24.704  15.528  0.040
H  10.861  21.998  17.538  0.076
H  9.938  23.394  16.934  0.081
H  11.360  23.712  17.952  0.077
H  12.747  23.114  16.098  0.120
H  11.745  22.654  13.864  0.095
H  10.147  22.486  14.681  0.140
H  11.225  18.999  14.729  0.061
H  10.938  20.005  13.330  0.064
H  9.857  20.008  14.763  0.104
H  10.515  24.922  15.338  0.065
H  11.818  25.269  16.285  0.053
C  12.171  19.771  23.578  -0.043
C  13.182  18.709  24.086  -0.389
C  14.359  18.501  23.140  -0.189
O  13.992  18.146  21.807  -0.188
C  15.035  18.250  20.892  -0.128
N  13.759  19.111  25.413  0.037
H  11.748  19.451  22.602  0.069
H  12.714  20.687  23.435  0.056
H  11.372  19.898  24.289  0.070
H  12.681  17.793  24.283  0.123
H  15.007  17.705  23.504  0.127
H  14.919  19.421  23.151  0.105
H  15.971  17.787  21.182  0.083
H  15.233  19.333  20.716  0.082
H  14.793  17.908  19.882  0.063
H  14.102  20.056  25.438  0.060
H  12.966  19.004  26.022  0.059
C  8.056  17.616  20.055  -0.047
C  9.436  18.417  20.098  -0.408
C  10.555  17.412  20.509  -0.192
O  10.401  16.300  19.627  -0.207
C  11.662  15.683  19.350  -0.087
N  9.548  19.127  18.846  0.040
H  8.052  16.953  19.153  0.074
H  7.250  18.333  20.133  0.062
H  7.870  16.949  20.893  0.063
H  9.469  19.205  20.857  0.121
H  10.317  17.137  21.544  0.115
H  11.589  17.905  20.555  0.128
H  11.505  14.894  18.613  0.058
H  12.058  15.088  20.199  0.102
H  12.375  16.391  19.008  0.052
H  9.478  18.525  18.000  0.053
H  10.442  19.578  18.765  0.029
C  14.790  19.782  17.582  -0.027
C  13.729  18.947  16.791  -0.407
C  14.042  17.510  16.937  -0.191
O  13.217  16.720  16.067  -0.212
C  13.579  15.362  16.014  -0.081
N  12.396  19.207  17.266  0.092
H  14.634  20.848  17.412  0.065
H  15.800  19.548  17.207  0.052
H  14.726  19.684  18.665  0.043
H  13.813  19.143  15.704  0.136
H  13.835  17.247  17.979  0.104
H  15.081  17.300  16.676  0.117
H  13.555  14.957  17.027  0.069
H  14.592  15.303  15.601  0.077
H  12.897  14.913  15.289  0.084
H  11.727  18.523  16.938  0.039
H  12.063  20.046  16.845  0.037

Summary:
**HOMO**: -8.1 eV
**HOMO-LUMO gap**: 8.78 eV
**Maximum force**: 2.7 eV Å⁻¹
**Relative energy (zero: lowest compared OMol25 entry of this formula, charge and spin)**: 0.00 kJ/mol

The molecule C6H10O, computed with the ωB97M-V functional and the def2-TZVPD basis.

Each line ends with the Löwdin charge.
Geometry (Å):
C  1.867  -0.508  -0.358  -0.062
C  0.788  0.164  0.457  -0.444
C  0.033  1.303  -0.228  -0.126
C  -1.407  0.897  0.034  -0.226
O  -1.802  -0.255  -0.678  -0.101
C  -1.216  -1.310  0.052  -0.274
C  -0.200  -0.824  0.978  0.072
H  2.261  -1.394  0.146  0.083
H  2.684  0.203  -0.507  0.086
H  1.487  -0.771  -1.346  0.084
H  1.286  0.499  1.368  0.123
H  0.240  2.264  0.255  0.119
H  0.230  1.420  -1.301  0.123
H  -2.168  1.661  -0.122  0.130
H  -0.758  -2.080  -0.583  0.141
H  -1.947  -1.875  0.641  0.116
H  -1.378  0.606  1.193  0.158

Summary:
**HOMO (alpha / beta)**: -7.9 / -7.9 eV
**HOMO-LUMO gap (alpha / beta)**: 7.94 / 7.94 eV
**Maximum force**: 2.3 eV Å⁻¹
**Relative energy (zero: lowest compared OMol25 entry of this formula, charge and spin)**: 425.53 kJ/mol

A structure of composition H24O12Xe, computed with the ωB97M-V functional and the def2-TZVPD basis.

Each line ends with the Löwdin charge.
Geometry (Å):
Xe  0.327  0.268  0.611  0.541
O  1.429  -1.913  -1.920  -0.081
H  1.921  -2.295  -2.647  0.078
H  1.941  -2.133  -1.142  0.007
O  0.325  0.114  -3.310  -0.064
H  0.740  -0.579  -2.797  -0.011
H  -0.480  -0.284  -3.643  0.071
O  0.591  -0.141  4.254  -0.073
H  1.001  0.723  4.234  0.022
H  0.089  -0.188  3.441  -0.068
O  -1.847  1.476  -2.072  -0.079
H  -1.200  1.161  -2.704  -0.021
H  -1.478  2.294  -1.739  -0.017
O  -3.575  -0.855  1.973  -0.035
H  -3.964  -1.478  2.585  0.057
H  -3.075  -0.255  2.526  0.043
O  -0.438  3.510  -0.573  -0.084
H  0.301  2.989  -0.888  -0.029
H  -0.240  4.403  -0.856  0.072
O  -0.688  -3.666  -0.814  -0.074
H  -1.443  -3.137  -0.558  -0.021
H  -0.075  -3.039  -1.198  -0.028
O  1.572  2.366  -2.325  -0.060
H  1.146  1.651  -2.798  -0.013
H  2.475  2.072  -2.208  0.049
O  -2.779  -1.677  -0.596  -0.069
H  -2.995  -1.190  0.200  -0.015
H  -3.606  -2.076  -0.864  0.050
O  3.426  0.089  2.426  -0.080
H  3.082  0.698  3.079  0.018
H  3.162  0.463  1.586  -0.030
O  2.692  -2.857  0.618  -0.048
H  2.963  -3.773  0.690  0.053
H  2.501  -2.593  1.518  0.040
O  -1.322  3.631  2.139  -0.069
H  -1.094  3.453  1.227  -0.034
H  -1.386  2.766  2.543  0.001

Summary:
**HOMO**: -10.4 eV
**HOMO-LUMO gap**: 10.36 eV
**Maximum force**: 1.0 eV Å⁻¹
**Relative energy (zero: lowest compared OMol25 entry of this formula, charge and spin)**: 57.87 kJ/mol